No. 1
9
Properties=species:S:1:pos:R:3:forces:R:3 method="wB97M-V/def2-TZVPD" relative_energy_kcal_mol=70.0 gap_ev="7.941 / 7.940" multiplicity=1 homo_ha="-0.3080 / -0.3080" total_charge=0 lumo_ev="-0.440 / -0.441"
C 1.537 -0.239 0.483 -3.8 -4.1 0.9
C -1.802 0.611 -0.438 1.6 0.1 -0.5
P 2.031 -1.866 0.532 -0.6 3.1 -0.6
S -0.919 -0.130 0.990 2.5 -0.3 -0.4
H 1.753 0.769 0.459 0.7 1.8 -0.3
H -1.907 -0.104 -1.282 0.1 0.4 0.6
H -1.143 1.495 -0.795 -1.8 -1.1 0.6
H -2.808 0.787 -0.005 0.7 0.6 -0.5
H 3.259 -1.325 0.055 0.5 -0.5 0.2

No. 2
8
Properties=species:S:1:pos:R:3:forces:R:3 method="wB97M-V/def2-TZVPD" relative_energy_kcal_mol=2.4 gap_ev=13.159 multiplicity=1 homo_ha=-0.4334 total_charge=0 lumo_ev=1.366 smiles=CC
C -0.680 -0.214 0.279 -0.3 0.0 -0.5
C 0.683 0.230 -0.255 0.0 0.0 0.2
H -1.031 0.377 1.125 0.2 -0.2 0.2
H -0.642 -1.272 0.523 -0.2 0.0 0.3
H -1.450 -0.107 -0.490 0.0 0.0 0.1
H 0.959 1.218 0.101 0.0 0.1 -0.1
H 1.458 -0.462 0.054 0.2 0.0 0.2
H 0.702 0.229 -1.337 0.0 0.1 -0.2

No. 3
20
Properties=species:S:1:pos:R:3:forces:R:3 method="wB97M-V/def2-TZVPD" gap_ev="11.999 / 3.235" multiplicity=2 homo_ha="-0.4349 / -0.4301" total_charge=0 lumo_ev="0.165 / -8.470"
Li 0.223 0.809 0.007 0.7 -0.7 0.1
B 1.464 2.769 -0.549 1.4 -1.1 -1.3
F 0.757 3.878 -0.130 -0.9 1.0 -0.2
F 2.655 3.223 -1.135 -0.6 0.3 0.4
F 1.681 2.013 0.581 0.1 -0.6 0.9
F 0.795 1.923 -1.459 -0.1 0.7 0.3
B -2.003 1.153 0.126 -1.8 -0.4 0.2
F -1.719 2.496 0.089 0.2 3.2 -0.2
F -3.336 0.947 0.161 -0.6 -0.1 0.1
F -1.388 0.612 -0.944 0.6 -1.5 -1.8
F -1.327 0.776 1.250 1.0 -1.0 1.7
C -0.432 -2.787 0.568 0.3 0.1 0.7
C 0.519 -2.083 -0.373 -0.3 -1.1 0.7
O 1.119 -0.934 0.292 -0.8 -0.3 -1.2
H 0.108 -3.080 1.468 -0.1 0.1 0.3
H -0.819 -3.722 0.162 -0.2 0.2 -0.3
H -1.214 -2.071 0.819 -0.2 -0.4 0.2
H -0.122 -1.850 -1.222 0.8 0.9 -0.2
H 1.275 -2.821 -0.643 0.3 0.4 -0.4
H 1.762 -1.252 0.931 0.0 0.0 0.0

No. 4
12
Properties=species:S:1:pos:R:3:forces:R:3 method="wB97M-V/def2-TZVPD" relative_energy_kcal_mol=2.6 gap_ev=9.706 multiplicity=1 homo_ha=-0.3451 total_charge=0 lumo_ev=0.314 smiles="[H]/N=C/CB(O)O"
B -1.098 0.030 -0.082 0.9 0.2 1.4
C 1.403 -0.006 -0.290 -1.3 -0.7 -2.0
C 0.233 0.897 -0.349 -0.4 -0.5 -3.2
N 2.056 -0.041 0.741 4.1 -1.7 3.2
O -2.171 0.646 0.486 -1.4 0.2 -0.8
O -1.028 -1.329 0.000 0.9 -0.7 -1.0
H 1.530 -0.627 -1.226 0.2 0.4 0.9
H 0.222 1.711 0.371 0.3 0.1 -0.2
H 0.422 1.219 -1.458 -1.3 0.4 1.8
H 2.902 -0.729 0.800 -2.0 1.4 -0.6
H -2.952 0.068 0.365 0.4 0.6 0.5
H -1.520 -1.838 0.642 -0.4 0.3 0.0

No. 5
13
Properties=species:S:1:pos:R:3:forces:R:3 method="wB97M-V/def2-TZVPD" relative_energy_kcal_mol=36.8 gap_ev=7.015 multiplicity=1 homo_ha=-0.2397 total_charge=0 lumo_ev=0.492
B -1.679 -0.757 -1.071 0.5 -0.7 -0.1
C 0.622 -0.326 -0.479 -0.7 1.7 1.2
C 1.207 1.232 1.296 -0.8 -0.8 -1.0
N 1.396 0.186 0.493 -1.2 -1.8 -0.7
O -0.680 0.125 -0.689 1.5 -0.4 0.1
O -2.807 -0.102 -1.479 -1.4 -5.0 1.0
O -1.450 -2.149 -1.108 1.2 2.7 0.3
H 0.894 -1.241 -0.864 0.4 -1.8 -0.7
H 0.319 1.755 1.031 -0.3 0.8 0.3
H 1.997 1.579 1.884 0.8 0.3 0.8
H 2.009 -0.607 0.745 0.5 1.3 -0.1
H -2.558 0.716 -1.730 0.9 4.5 -1.1
H -2.165 -2.732 -0.982 -1.5 -0.8 -0.1

No. 6
14
Properties=species:S:1:pos:R:3:forces:R:3 method="wB97M-V/def2-TZVPD" relative_energy_kcal_mol=36.4 gap_ev=9.661 multiplicity=1 homo_ha=-0.3573 total_charge=0 lumo_ev=-0.062
B 0.956 0.533 0.139 1.1 -0.9 -1.2
C -0.328 0.170 -1.966 0.8 -2.1 -4.1
C -0.178 -0.305 -0.580 2.9 -2.9 0.7
N -1.424 -0.552 0.012 -1.9 -1.0 -2.8
O -1.193 1.144 -2.197 -1.5 3.1 3.1
O 0.158 -0.330 -2.983 -0.3 0.5 2.3
O 1.906 1.023 -0.739 0.5 0.3 0.8
O 1.184 0.446 1.463 -2.6 -1.4 0.0
H 0.623 -1.531 -0.498 -1.9 3.5 -0.8
H -1.475 1.676 -1.327 0.8 -2.1 -2.6
H -1.286 -0.631 0.940 0.2 -0.2 4.0
H -1.856 -1.465 -0.298 0.7 1.6 0.2
H 2.792 1.115 -0.323 -0.9 0.1 -0.5
H 1.849 0.966 1.816 2.1 1.5 1.0